Entry 1:
DFT (wB97M-V/def2-TZVPD) results for a cluster of 2 separate species, C4H11N3O2 in total in a non-equilibrium geometry.

Positions of all 20 atoms, in Å:
C 0.38 -2.26 1.27
C 0.17 -1.59 -1.10
N -0.70 -2.49 -1.31
N 0.54 -1.28 0.19
N 0.87 -0.90 -2.10
H -0.50 1.62 2.22
H -1.06 -2.51 -2.26
H 1.39 -0.75 0.30
H 0.98 0.09 -1.93
H 0.76 -1.09 -3.07
H 0.93 -1.85 2.12
H 0.80 -3.21 0.99
H -0.61 -2.50 1.67
C -0.14 3.18 0.41
C -0.98 1.92 0.41
O -1.28 1.44 1.67
O -1.55 1.53 -0.56
H -0.05 3.55 -0.60
H 0.87 3.19 0.83
H -0.82 3.90 0.85

As for the frontier orbital gap: 9.05 eV. Its structure (SMILES) is [H]/N=C(\N)NC.CC(=O)O. Its HOMO energy is -8.7 eV.

Entry 2:
DFT (wB97M-V/def2-TZVPD) results for a cluster of 15 separate species, C34H50ClIN14O3S in total in a non-equilibrium geometry.

Positions of all 104 atoms, in Å:
O 1.63 1.34 2.81
C 1.71 0.53 1.92
O 1.72 -0.82 2.03
C 0.74 -1.21 1.01
C -0.62 -0.95 1.63
C -1.79 -1.67 0.96
C -3.08 -0.93 1.32
I -3.64 0.52 -0.17
C 1.24 -0.29 -0.11
S 0.00 0.23 -1.30
Cl 2.65 -1.03 -0.95
O 1.78 0.81 0.58
H 0.97 -2.25 0.86
H -0.88 0.10 1.69
H -0.55 -1.32 2.65
H -1.70 -1.63 -0.12
H -1.85 -2.71 1.26
H -2.95 -0.36 2.22
H -3.92 -1.60 1.42
H 0.05 -0.74 -2.22
C 1.57 4.25 1.08
C 1.13 5.04 -0.06
N 0.78 5.67 -0.95
H 1.96 3.29 0.76
H 2.35 4.77 1.63
H 0.75 4.06 1.77
C -2.11 5.53 -3.16
C -2.93 4.60 -2.39
N -3.55 3.85 -1.78
H -1.75 5.07 -4.07
H -2.69 6.41 -3.43
H -1.25 5.85 -2.58
C 5.16 2.40 -2.34
C 4.95 1.20 -3.13
N 4.77 0.25 -3.75
H 4.75 3.28 -2.84
H 4.69 2.32 -1.37
H 6.22 2.58 -2.18
C -7.50 -1.50 -0.59
C -6.43 -2.46 -0.80
N -5.58 -3.21 -0.97
H -7.88 -1.56 0.43
H -7.14 -0.48 -0.75
H -8.33 -1.67 -1.26
C 3.76 -4.69 -0.74
C 2.36 -4.81 -0.35
N 1.26 -4.91 -0.03
H 3.86 -4.29 -1.74
H 4.30 -4.03 -0.06
H 4.25 -5.66 -0.72
C -7.68 0.23 -4.58
C -8.76 0.04 -3.61
N -9.60 -0.12 -2.85
H -6.76 0.50 -4.07
H -7.51 -0.67 -5.15
H -7.93 1.03 -5.27
C 1.83 -1.54 5.71
C 0.43 -1.85 5.48
N -0.68 -2.09 5.29
H 2.13 -0.66 5.15
H 2.04 -1.36 6.76
H 2.47 -2.36 5.39
C -1.24 -4.38 8.14
C -2.32 -4.51 9.11
N -3.17 -4.61 9.87
H -0.30 -4.12 8.64
H -1.08 -5.31 7.60
H -1.45 -3.60 7.41
C -1.18 9.46 -4.13
C -1.38 8.28 -4.94
N -1.54 7.33 -5.57
H -1.61 10.34 -4.61
H -1.65 9.35 -3.16
H -0.12 9.65 -3.97
C 9.73 4.03 -1.10
C 8.33 3.86 -0.76
N 7.22 3.72 -0.49
H 9.84 4.45 -2.09
H 10.22 4.70 -0.39
H 10.25 3.07 -1.07
C 4.43 -5.43 4.73
C 4.55 -4.22 5.52
N 4.64 -3.25 6.12
H 5.01 -5.34 3.81
H 4.79 -6.30 5.27
H 3.40 -5.63 4.45
C -0.03 -7.36 5.02
C 1.37 -7.42 5.41
N 2.48 -7.46 5.70
H -0.62 -8.10 5.56
H -0.45 -6.37 5.22
H -0.14 -7.56 3.95
C -3.19 -2.78 -3.15
C -1.76 -2.81 -2.88
N -0.64 -2.84 -2.65
H -3.73 -3.47 -2.51
H -3.59 -1.78 -2.97
H -3.39 -3.04 -4.19
C -0.75 5.59 -8.11
C -0.94 4.40 -8.92
N -1.10 3.46 -9.56
H -1.18 6.46 -8.60
H -1.22 5.49 -7.14
H 0.31 5.78 -7.95

As for the frontier orbital gap: 9.16 eV. Its HOMO energy is -8.9 eV.